Entry from OMol25: a cluster of 3 separate species, C25H51N4O5P in total (ωB97M-V/def2-TZVPD).

The calculation puts the energy at -52238.87001 eV. Its charge is 0. The value obtained for the HOMO energy is -8.16 eV. For the HOMO-LUMO gap, the calculation gives 8.41 eV. The structure (SMILES) is CC(C)=N[C@H](CCCCn1cccc1)OC(=O)P(=O)(O)O.CCN(CC)CC.CCN(CC)CC.

```
86
Properties=species:S:1:pos:R:3:lowdin_charge:R:1
C -1.806 0.847 0.886 -0.02
C -1.986 0.590 -0.615 -0.34
C -2.672 -0.714 -0.987 -0.02
N -1.516 1.450 -1.435 0.12
C -2.396 1.929 -2.489 -0.33
C -1.734 1.681 -3.889 -0.10
C -0.743 0.502 -3.914 -0.20
C 0.726 0.906 -3.673 -0.17
C 1.667 -0.032 -4.466 -0.14
N 3.066 0.292 -4.196 -0.14
C 3.661 1.371 -4.731 -0.14
C 4.934 1.508 -4.240 -0.08
C 5.096 0.346 -3.422 -0.12
C 3.958 -0.400 -3.427 -0.10
O -2.743 3.296 -2.278 0.02
C -1.655 4.113 -2.160 -0.44
O -1.219 4.771 -3.074 0.12
P -0.794 4.321 -0.506 0.51
O -1.703 4.141 0.638 -0.28
O -0.365 5.869 -0.536 -0.11
O 0.515 3.418 -0.460 -0.12
H -0.869 0.347 1.191 0.09
H -2.593 0.296 1.416 0.08
H -1.800 1.914 1.115 0.05
H -3.122 -0.600 -1.984 0.07
H -2.007 -1.582 -0.987 0.09
H -3.518 -0.897 -0.312 0.08
H -3.352 1.393 -2.524 0.14
H -1.217 2.566 -4.276 0.10
H -2.546 1.472 -4.600 0.11
H -0.778 0.089 -4.936 0.11
H -0.999 -0.326 -3.245 0.10
H 0.942 1.929 -4.005 0.11
H 1.034 0.838 -2.622 0.11
H 1.519 -1.081 -4.186 0.13
H 1.509 0.079 -5.546 0.13
H 3.190 2.053 -5.430 0.12
H 5.660 2.286 -4.414 0.09
H 6.008 0.131 -2.876 0.09
H 3.756 -1.333 -2.921 0.11
H 0.052 6.089 0.308 0.07
H 0.534 2.862 0.330 0.08
C 0.396 5.090 2.843 -0.10
C 0.025 3.936 3.758 -0.26
N 1.148 3.072 4.076 -0.20
C 0.753 1.812 4.683 -0.25
C 0.071 1.858 6.054 -0.08
C 2.305 3.723 4.668 -0.25
C 2.098 4.515 5.964 -0.08
H 0.893 4.724 1.941 0.06
H -0.508 5.620 2.540 0.07
H 1.051 5.813 3.332 0.07
H -0.734 3.343 3.239 0.11
H -0.458 4.340 4.661 0.11
H 1.628 1.159 4.745 0.11
H 0.075 1.307 3.986 0.10
H 0.777 2.090 6.851 0.05
H -0.354 0.878 6.283 0.07
H -0.744 2.581 6.086 0.07
H 2.730 4.402 3.923 0.10
H 3.088 2.977 4.830 0.11
H 1.231 5.175 5.913 0.07
H 2.973 5.142 6.151 0.07
H 1.986 3.862 6.828 0.05
C -1.203 -7.033 -2.517 -0.09
C -0.488 -6.289 -1.399 -0.28
N -1.388 -5.542 -0.539 -0.20
C -0.708 -4.594 0.326 -0.26
C 0.251 -5.147 1.384 -0.08
C -2.458 -6.307 0.080 -0.25
C -2.070 -7.512 0.946 -0.08
H -1.839 -6.358 -3.093 0.08
H -0.471 -7.469 -3.199 0.07
H -1.819 -7.850 -2.137 0.06
H 0.205 -5.584 -1.867 0.12
H 0.128 -7.003 -0.833 0.10
H -1.455 -3.965 0.822 0.11
H -0.143 -3.906 -0.314 0.10
H -0.282 -5.611 2.212 0.06
H 0.840 -4.329 1.806 0.07
H 0.953 -5.870 0.968 0.07
H -3.123 -6.663 -0.712 0.10
H -3.081 -5.631 0.672 0.11
H -1.330 -8.151 0.462 0.07
H -2.955 -8.125 1.133 0.07
H -1.684 -7.209 1.918 0.05
```

Entry from OMol25: a structure of composition C25H52AlBrO8P (ωB97M-V/def2-TZVPD).

The calculation puts the energy at -129075.33784 eV. Its charge is -1. The value obtained for the HOMO energy is -3.22 eV. For the HOMO-LUMO gap, the calculation gives 5.29 eV.

```
88
Properties=species:S:1:pos:R:3:lowdin_charge:R:1
C 5.012 -1.191 -0.850 -0.14
C 3.464 -0.822 -1.093 -0.25
C 2.581 -2.157 -0.978 -0.18
C 1.964 -2.502 -2.447 -0.21
C 0.368 -2.409 -2.503 -0.22
C -0.185 -0.884 -2.613 -0.21
C -1.784 -1.008 -2.736 -0.21
C -2.579 0.372 -2.596 -0.21
C -2.260 1.199 -1.252 -0.28
C -3.217 0.791 -0.028 -0.28
Al -2.279 -0.011 1.599 0.17
C -0.448 -0.883 1.197 -0.24
C 0.805 0.042 1.480 -0.79
O 1.677 -0.382 2.288 -0.10
Br 1.180 1.805 0.655 0.62
P -3.668 -1.811 2.298 0.74
C -2.625 -3.102 3.229 -0.41
O -4.172 -2.526 0.776 -0.48
H 5.107 -1.797 0.117 0.05
H 5.624 -0.236 -0.723 0.07
H 5.370 -1.843 -1.729 0.08
H 3.403 -0.349 -2.141 0.10
H 3.107 -0.052 -0.326 0.05
H 3.264 -3.029 -0.666 0.09
H 1.753 -2.110 -0.200 0.09
H 2.228 -3.614 -2.622 0.10
H 2.495 -1.934 -3.287 0.10
H 0.016 -2.939 -3.449 0.10
H -0.047 -2.843 -1.536 0.10
H 0.260 -0.330 -3.508 0.12
H 0.170 -0.343 -1.677 0.07
H -1.981 -1.438 -3.789 0.11
H -2.105 -1.810 -1.981 0.11
H -2.492 1.037 -3.532 0.09
H -3.698 0.097 -2.535 0.10
H -2.504 2.300 -1.504 0.08
H -1.157 1.180 -0.978 0.03
H -3.797 1.718 0.336 0.04
H -4.028 0.053 -0.391 0.04
H -2.132 1.081 2.769 -0.05
H -0.368 -1.771 1.929 0.06
H -0.425 -1.352 0.154 0.04
H -3.344 -3.867 3.706 0.01
H -1.940 -3.722 2.540 0.02
H -1.981 -2.603 4.030 0.04
H -3.560 -3.283 0.601 0.02
O -1.508 3.337 -3.955 0.10
C -1.393 4.455 -3.517 -0.51
O -1.810 5.511 -4.248 -0.01
C -1.885 6.854 -3.754 -0.24
C -0.547 7.554 -3.872 -0.07
C -0.707 4.704 -2.204 0.02
H -2.283 6.875 -2.736 0.11
H -2.616 7.369 -4.381 0.12
H 0.221 7.062 -3.271 0.07
H -0.626 8.594 -3.546 0.08
H -0.198 7.534 -4.907 0.08
H 0.373 4.716 -2.361 0.10
H -0.962 3.892 -1.520 0.07
H -1.015 5.625 -1.712 0.07
O -4.212 0.634 3.633 -0.06
C -5.172 1.353 3.742 -0.52
O -5.094 2.648 3.367 -0.01
C -6.216 3.533 3.288 -0.24
C -6.521 4.150 4.638 -0.08
C -6.438 0.852 4.379 0.01
H -7.082 3.030 2.849 0.11
H -5.932 4.323 2.588 0.12
H -6.794 3.392 5.375 0.06
H -7.342 4.867 4.558 0.08
H -5.639 4.665 5.028 0.08
H -6.340 0.910 5.465 0.09
H -6.580 -0.190 4.085 0.09
H -7.333 1.385 4.063 0.06
O 5.473 -3.806 0.299 0.08
C 6.572 -4.182 0.624 -0.51
O 7.344 -4.852 -0.255 0.00
C 8.720 -5.183 -0.031 -0.24
C 8.851 -6.470 0.758 -0.07
C 7.063 -3.994 2.032 0.01
H 9.254 -4.349 0.430 0.11
H 9.164 -5.323 -1.020 0.12
H 8.404 -6.380 1.751 0.07
H 9.901 -6.745 0.876 0.08
H 8.327 -7.283 0.250 0.08
H 6.664 -4.793 2.660 0.10
H 6.698 -3.033 2.399 0.10
H 8.147 -3.965 2.123 0.07
```

Entry from OMol25: a structure of composition C25H52AlFN5O3 (ωB97M-V/def2-TZVPD).

As for the spin multiplicity: 3. The calculation puts the energy at -49671.83427 eV. Its charge is -1. The value obtained for the HOMO energy (alpha / beta) is -4.95 / -4.95 eV. As for the expectation value of S²: 2.009. For the HOMO-LUMO gap (alpha / beta), the calculation gives 6.83 / 6.04 eV.

```
87
Properties=species:S:1:pos:R:3:lowdin_spin:R:1
N 5.533 -3.330 -0.481 0.00
C 4.549 -2.604 0.009 0.00
N 4.500 -1.160 -0.382 0.00
N 3.512 -3.049 0.946 0.00
C 2.796 -4.279 0.483 0.00
C 1.328 -4.388 1.180 0.00
C 0.171 -3.922 0.160 0.00
C -1.130 -4.864 0.134 0.00
Al -2.591 -3.789 -0.891 0.00
C -3.995 -3.015 0.438 0.00
C -4.161 -1.441 0.233 0.00
O -4.199 -0.918 -0.914 0.00
F -4.294 -0.552 1.349 0.00
H 5.432 -4.281 -0.087 0.00
H 5.266 -0.961 -1.057 0.00
H 4.816 -0.663 0.480 0.00
H 2.802 -2.291 0.945 0.00
H 2.720 -4.399 -0.649 0.00
H 3.384 -5.201 0.863 0.00
H 1.262 -3.812 2.164 0.00
H 1.186 -5.500 1.445 0.00
H -0.139 -2.854 0.425 0.00
H 0.607 -3.910 -0.895 0.00
H -1.497 -5.127 1.190 0.00
H -0.927 -5.805 -0.507 0.00
H -3.270 -4.731 -1.985 0.00
H -1.849 -2.566 -1.625 0.00
H -3.636 -3.190 1.512 0.00
H -4.972 -3.566 0.212 0.00
C -8.006 1.280 -1.842 0.00
C -7.228 0.804 -3.094 0.02
C -5.957 1.654 -3.307 0.01
C -6.219 3.019 -3.928 0.00
C -7.016 2.862 -5.215 0.01
C -8.338 2.094 -5.005 0.02
N -8.144 0.797 -4.279 0.32
O -7.643 -0.097 -5.176 0.60
C -9.329 3.008 -4.242 0.00
C -9.018 1.905 -6.386 0.00
C -6.743 -0.613 -2.673 0.00
H -8.619 2.164 -1.993 0.00
H -8.680 0.498 -1.480 0.00
H -7.318 1.522 -1.026 0.00
H -5.262 1.116 -3.965 0.00
H -5.425 1.789 -2.360 0.00
H -6.738 3.664 -3.214 0.00
H -5.265 3.508 -4.149 0.00
H -7.227 3.856 -5.631 0.00
H -6.395 2.345 -5.954 0.00
H -10.214 2.453 -3.922 0.00
H -9.675 3.828 -4.880 0.00
H -8.890 3.499 -3.375 0.00
H -8.380 1.382 -7.103 0.00
H -9.255 2.872 -6.841 0.00
H -9.957 1.349 -6.290 0.00
H -7.584 -1.306 -2.562 0.00
H -6.224 -0.571 -1.713 0.00
H -6.038 -1.044 -3.388 0.00
C 8.577 1.691 2.122 0.00
C 7.223 2.229 2.648 0.02
C 7.445 3.360 3.677 0.01
C 7.846 2.870 5.061 0.00
C 6.841 1.841 5.559 0.01
C 6.674 0.655 4.587 0.02
N 6.406 1.094 3.178 0.32
O 5.095 1.474 3.116 0.60
C 7.945 -0.228 4.655 0.00
C 5.564 -0.277 5.139 0.00
C 6.610 2.899 1.385 0.00
H 9.080 0.993 2.784 0.00
H 8.446 1.168 1.169 0.00
H 9.282 2.510 1.951 0.00
H 6.522 3.944 3.785 0.00
H 8.203 4.062 3.315 0.00
H 8.858 2.459 5.038 0.00
H 7.872 3.716 5.754 0.00
H 7.162 1.472 6.542 0.00
H 5.877 2.336 5.717 0.00
H 7.946 -0.982 3.864 0.00
H 8.000 -0.761 5.609 0.00
H 8.874 0.339 4.600 0.00
H 4.611 0.240 5.281 0.00
H 5.840 -0.678 6.119 0.00
H 5.397 -1.129 4.472 0.00
H 6.359 2.156 0.622 0.00
H 7.322 3.600 0.938 0.00
H 5.708 3.473 1.612 0.00
```

Entry from OMol25: a structure of composition C25H52N8O7ReS3Si (ωB97M-V/def2-TZVPD).

As for the spin multiplicity: 2. The calculation puts the energy at -95525.33857 eV. Its charge is +2. The value obtained for the HOMO energy (alpha / beta) is -13.35 / -13.35 eV. As for the expectation value of S²: 0.838. For the HOMO-LUMO gap (alpha / beta), the calculation gives 5.18 / 5.84 eV.

```
97
Properties=species:S:1:pos:R:3:lowdin_spin:R:1
Re -1.592 0.097 -1.116 1.03
C 2.255 -2.112 0.399 0.00
C 2.911 -1.257 -0.688 0.00
C 4.103 -0.499 -0.123 0.00
C 3.328 -2.096 -1.893 0.00
O 1.886 -0.324 -1.121 0.00
Si 2.036 1.125 -1.833 0.01
S -0.108 1.601 -2.003 -0.10
O 2.610 0.917 -3.300 0.00
C 3.090 1.819 -4.318 0.00
C 2.210 3.061 -4.384 0.00
C 4.527 2.200 -3.980 0.00
C 3.004 1.021 -5.615 0.00
O 2.708 2.341 -1.062 0.00
C 2.425 3.272 -0.009 0.00
C 3.771 3.638 0.614 0.00
C 1.779 4.506 -0.637 0.00
C 1.502 2.632 1.022 0.00
H 1.662 -2.919 -0.027 0.00
H 1.605 -1.484 1.005 0.00
H 3.021 -2.554 1.033 0.00
H 4.865 -1.192 0.223 0.00
H 3.788 0.121 0.712 0.00
H 4.539 0.138 -0.888 0.00
H 4.104 -2.805 -1.619 0.00
H 3.708 -1.447 -2.677 0.00
H 2.478 -2.653 -2.281 0.00
H 2.288 3.635 -3.466 0.00
H 1.171 2.777 -4.524 0.00
H 2.522 3.683 -5.217 0.00
H 4.559 2.734 -3.033 0.00
H 4.938 2.833 -4.760 0.00
H 5.143 1.310 -3.895 0.00
H 1.969 0.746 -5.805 0.00
H 3.601 0.117 -5.540 0.00
H 3.370 1.612 -6.448 0.00
H 4.436 4.042 -0.146 0.00
H 4.245 2.768 1.062 0.00
H 3.627 4.393 1.382 0.00
H 2.451 4.939 -1.373 0.00
H 1.581 5.252 0.127 0.00
H 0.846 4.244 -1.129 0.00
H 1.922 1.687 1.357 0.00
H 0.521 2.442 0.589 0.00
H 1.390 3.292 1.875 0.00
N -0.502 -1.602 -1.881 0.01
N -0.676 -1.888 -3.249 0.00
C -1.778 -1.503 -3.895 0.00
N -2.037 -1.967 -5.111 0.00
S -2.844 -0.382 -3.159 -0.01
H 0.506 -1.471 -1.682 0.00
H -0.924 -2.405 -1.290 0.00
H -0.029 -2.535 -3.684 0.00
H -1.488 -2.694 -5.543 0.00
H -2.834 -1.630 -5.628 0.00
O -2.148 -3.198 -0.603 0.01
C -3.039 -2.440 -0.201 0.01
O -2.903 -1.175 -0.091 0.05
C -4.397 -2.928 0.194 0.00
C -5.486 -2.122 -0.138 0.00
C -6.757 -2.475 0.266 0.00
C -6.919 -3.629 1.021 0.00
C -5.853 -4.468 1.313 0.00
C -4.584 -4.121 0.886 0.00
N -8.241 -3.954 1.538 0.00
O -8.304 -4.852 2.342 0.00
O -9.160 -3.280 1.146 0.00
H -5.325 -1.219 -0.710 0.00
H -7.621 -1.879 0.018 0.00
H -6.034 -5.376 1.868 0.00
H -3.734 -4.748 1.109 0.00
C -1.440 1.407 6.567 0.00
C -2.180 0.246 5.907 0.00
N -1.918 0.179 4.475 0.00
C -0.848 -0.360 3.886 0.00
S -0.688 -0.230 2.198 0.00
N 0.064 -1.000 4.604 0.00
C 1.245 -1.663 4.092 0.00
C 2.464 -0.749 4.114 0.00
H -1.636 1.403 7.634 0.00
H -1.782 2.356 6.162 0.00
H -0.365 1.342 6.413 0.00
H -3.255 0.382 6.025 0.00
H -1.918 -0.706 6.378 0.00
H -2.535 0.716 3.885 0.00
H -0.015 -0.959 5.609 0.00
H 1.035 -2.000 3.075 0.00
H 1.423 -2.540 4.716 0.00
H 2.284 0.144 3.521 0.00
H 3.322 -1.272 3.705 0.00
H 2.704 -0.450 5.131 0.00
N -2.139 2.926 0.039 0.00
N -2.619 1.579 0.037 0.00
H -2.754 3.543 0.564 0.00
H -2.061 3.275 -0.915 0.00
H -3.635 1.511 -0.137 0.00
H -2.440 1.212 0.990 0.00
```

Entry from OMol25: a cluster of 3 separate species, C25H52NO3S in total (ωB97M-V/def2-TZVPD).

As for the spin multiplicity: 2. The calculation puts the energy at -45234.34126 eV. Its charge is 0. The value obtained for the HOMO energy (alpha / beta) is -9.15 / -9.23 eV. As for the expectation value of S²: 0.754. For the HOMO-LUMO gap (alpha / beta), the calculation gives 9.62 / 8.84 eV.

```
82
Properties=species:S:1:pos:R:3:lowdin_spin:R:1
C 2.567 0.161 -0.572 0.00
C 1.094 -0.007 -1.047 0.03
C 1.124 -1.236 -1.967 0.00
C 0.257 -0.259 0.211 0.01
C -1.261 0.002 0.097 0.00
S -1.780 0.433 1.828 0.00
C -2.072 -1.253 -0.292 0.00
C -3.587 -1.033 -0.448 0.00
C -4.123 -1.471 -1.815 0.00
C -3.726 -2.909 -2.091 0.00
O -4.022 -3.755 -1.350 0.00
O -3.005 -3.134 -3.232 0.00
C -1.564 1.252 -0.772 0.02
C -0.699 1.406 -2.035 0.03
C -0.899 2.868 -2.535 0.00
C -1.232 0.507 -3.156 0.00
N 0.748 1.246 -1.764 0.33
O 1.100 2.240 -0.994 0.58
H 3.124 0.799 -1.241 0.00
H 2.584 0.540 0.436 0.00
H 3.069 -0.803 -0.540 0.00
H 1.777 -1.998 -1.571 0.00
H 0.142 -1.672 -2.127 0.00
H 1.493 -0.928 -2.940 0.00
H 0.364 -1.317 0.441 0.00
H 0.633 0.266 1.081 0.00
H -3.115 0.591 1.808 0.00
H -1.616 -1.743 -1.151 0.00
H -1.949 -1.938 0.538 0.00
H -3.902 -0.024 -0.219 0.00
H -4.086 -1.670 0.276 0.00
H -3.680 -0.815 -2.556 0.00
H -5.205 -1.406 -1.818 0.00
H -2.095 -2.848 -3.062 0.00
H -2.599 1.308 -1.089 0.00
H -1.394 2.129 -0.163 0.00
H -1.232 3.519 -1.743 0.00
H -1.678 2.856 -3.290 0.00
H -0.001 3.238 -3.003 0.00
H -2.159 0.872 -3.564 0.00
H -1.439 -0.498 -2.805 0.00
H -0.477 0.395 -3.928 0.00
C -5.838 1.445 7.709 0.00
C -4.866 0.420 7.131 0.00
C -4.100 0.930 5.912 0.00
C -4.969 1.287 4.705 0.00
C -5.846 0.151 4.181 0.00
C -5.045 -1.048 3.679 0.00
H -6.619 1.709 6.995 0.00
H -6.328 1.046 8.599 0.00
H -5.314 2.359 7.997 0.00
H -5.405 -0.499 6.886 0.00
H -4.142 0.151 7.904 0.00
H -3.361 0.178 5.619 0.00
H -3.526 1.817 6.198 0.00
H -4.312 1.631 3.898 0.00
H -5.607 2.140 4.954 0.00
H -6.453 0.537 3.357 0.00
H -6.551 -0.175 4.951 0.00
H -4.360 -0.749 2.885 0.00
H -5.714 -1.811 3.278 0.00
H -4.463 -1.508 4.479 0.00
C 9.791 0.106 -2.778 0.00
C 8.586 0.458 -3.645 0.00
C 7.395 0.982 -2.845 0.00
C 6.805 -0.008 -1.839 0.00
C 6.336 -1.334 -2.434 0.00
C 5.208 -1.176 -3.449 0.00
H 9.564 -0.701 -2.079 0.00
H 10.625 -0.224 -3.399 0.00
H 10.124 0.973 -2.204 0.00
H 8.294 -0.413 -4.239 0.00
H 8.885 1.228 -4.361 0.00
H 6.614 1.300 -3.543 0.00
H 7.699 1.884 -2.305 0.00
H 5.961 0.474 -1.335 0.00
H 7.541 -0.213 -1.056 0.00
H 5.985 -1.972 -1.618 0.00
H 7.174 -1.863 -2.896 0.00
H 4.346 -0.679 -2.997 0.00
H 4.882 -2.153 -3.811 0.00
H 5.523 -0.593 -4.317 0.00
```